*1*
ORCA calculation (the ωB97M-V functional and the def2-TZVPD basis) on one molecule with the formula C15H22N2O4S.

Cartesian coordinates (Å):
1 C 5.688 -0.009 -3.606
2 C 4.399 -0.645 -3.103
3 C 3.610 0.321 -2.219
4 N 4.350 0.619 -1.008
5 S 4.402 -0.513 0.214
6 O 4.974 -1.723 -0.289
7 O 5.023 0.151 1.321
8 C 2.676 -0.812 0.604
9 C 2.028 0.058 1.460
10 C 0.684 -0.127 1.732
11 C -0.005 -1.182 1.138
12 C -1.457 -1.450 1.395
13 O -1.922 -2.572 1.346
14 N -2.193 -0.358 1.707
15 C -3.628 -0.418 1.836
16 C -4.299 0.313 0.661
17 C -5.821 0.411 0.827
18 C -5.997 1.792 1.456
19 C -4.863 2.570 0.792
20 O -3.802 1.649 0.611
21 C 0.671 -2.064 0.298
22 C 2.014 -1.877 0.024
23 H 6.249 -0.717 -4.209
24 H 6.301 0.290 -2.760
25 H 5.475 0.870 -4.212
26 H 4.640 -1.531 -2.519
27 H 3.769 -0.938 -3.946
28 H 2.626 -0.110 -1.979
29 H 3.449 1.259 -2.755
30 H 4.174 1.528 -0.612
31 H 2.595 0.854 1.918
32 H 0.185 0.533 2.426
33 H -1.824 0.566 1.541
34 H -3.913 -1.472 1.844
35 H -3.923 0.054 2.779
36 H -4.015 -0.193 -0.270
37 H -6.308 0.375 -0.147
38 H -6.211 -0.393 1.446
39 H -5.845 1.744 2.534
40 H -6.971 2.231 1.255
41 H -5.180 2.956 -0.187
42 H -4.492 3.401 1.395
43 H 0.124 -2.892 -0.126
44 H 2.565 -2.550 -0.614

Computed properties:
HOMO energy	-9.7	eV
molar mass	326.4	g/mol

=====

*2*
ORCA calculation (the ωB97M-V functional and the def2-TZVPD basis) on one molecule with the formula C15H22N2O4S.

Cartesian coordinates (Å):
1 C -4.515 1.489 0.764
2 C -5.090 0.171 1.268
3 C -6.534 -0.015 0.801
4 N -4.229 -0.921 0.837
5 S -3.786 -1.089 -0.774
6 O -4.708 -0.442 -1.668
7 O -3.552 -2.495 -0.942
8 C -2.229 -0.223 -0.809
9 C -2.037 0.851 -1.658
10 C -0.827 1.510 -1.657
11 C 0.204 1.094 -0.809
12 O 1.332 1.848 -0.854
13 C 2.482 1.407 -0.181
14 C 3.026 0.099 -0.775
15 O 2.475 -0.472 -1.692
16 N 4.152 -0.360 -0.200
17 C 4.932 0.282 0.840
18 C 6.059 -0.713 1.125
19 C 6.245 -1.416 -0.218
20 C 4.811 -1.553 -0.714
21 C 0.000 0.004 0.035
22 C -1.219 -0.652 0.026
23 H -4.591 1.529 -0.319
24 H -5.070 2.321 1.189
25 H -3.469 1.578 1.048
26 H -5.060 0.165 2.367
27 H -6.943 -0.946 1.188
28 H -7.153 0.808 1.150
29 H -6.559 -0.047 -0.285
30 H -4.533 -1.821 1.177
31 H -2.841 1.150 -2.312
32 H -0.644 2.350 -2.309
33 H 2.298 1.291 0.897
34 H 3.218 2.205 -0.325
35 H 5.336 1.236 0.479
36 H 4.325 0.480 1.727
37 H 5.739 -1.433 1.880
38 H 6.962 -0.219 1.475
39 H 6.820 -0.786 -0.896
40 H 6.744 -2.378 -0.124
41 H 4.329 -2.446 -0.302
42 H 4.715 -1.584 -1.800
43 H 0.783 -0.355 0.684
44 H -1.396 -1.503 0.663

Computed properties:
HOMO energy	-8.7	eV
molar mass	326.4	g/mol

=====

What should be chosen as the most stable of them? Choose *1*.

=====

*1*
ORCA calculation (the ωB97M-V functional and the def2-TZVPD basis) on one molecule with the formula C15H22N2O4.

Cartesian coordinates (Å):
1 C 1.138 -3.901 -2.503
2 C 0.286 -3.168 -1.517
3 C 1.030 -1.913 -0.942
4 C 1.930 -2.378 0.244
5 C 0.029 -0.833 -0.432
6 N -0.895 -1.378 0.518
7 C -1.292 -0.834 1.708
8 O -2.439 -1.064 2.190
9 C -0.434 0.106 2.548
10 N 0.976 0.126 2.179
11 C -1.044 1.522 2.664
12 C -0.871 2.379 1.427
13 C -1.841 2.805 0.620
14 C -1.640 3.322 -0.671
15 C -0.376 3.591 -1.099
16 O -0.092 4.092 -2.311
17 C 0.701 3.363 -0.200
18 C 0.447 2.701 0.970
19 C -0.818 -0.136 -1.541
20 O -1.809 -0.632 -2.001
21 O -0.303 1.001 -2.009
22 H 1.878 -4.532 -2.069
23 H 0.604 -4.489 -3.242
24 H 1.536 -3.155 -3.170
25 H -0.064 -3.853 -0.730
26 H -0.678 -2.902 -2.013
27 H 1.612 -1.497 -1.814
28 H 2.509 -1.492 0.518
29 H 2.555 -3.161 -0.151
30 H 1.399 -2.771 1.110
31 H 0.622 -0.095 0.132
32 H -1.671 -1.858 0.022
33 H -0.490 -0.331 3.555
34 H 1.456 -0.804 2.390
35 H 1.530 0.749 2.771
36 H -0.574 1.992 3.591
37 H -2.098 1.361 2.848
38 H -2.901 2.673 0.888
39 H -2.485 3.540 -1.345
40 H -0.877 4.502 -2.744
41 H 1.693 3.665 -0.542
42 H 1.270 2.491 1.647
43 H 0.492 1.196 -1.496

Computed properties:
HOMO energy	-8.7	eV
molar mass	294.4	g/mol

=====

*2*
ORCA calculation (the ωB97M-V functional and the def2-TZVPD basis) on one molecule with the formula C15H22N2O4.

Cartesian coordinates (Å):
1 C 4.943 -0.242 -2.309
2 O 3.663 -0.416 -1.753
3 C 3.270 -1.672 -1.403
4 C 4.054 -2.815 -1.519
5 C 3.539 -4.038 -1.123
6 C 2.262 -4.140 -0.607
7 C 1.470 -3.003 -0.490
8 C 0.071 -3.091 0.065
9 N -0.235 -2.014 0.979
10 C -1.070 -1.002 0.620
11 O -1.758 -1.020 -0.381
12 N -1.070 0.072 1.486
13 C -2.110 1.069 1.264
14 C -1.706 2.021 0.130
15 C -2.027 3.501 0.381
16 C -1.201 4.077 1.530
17 C -3.516 3.738 0.615
18 C -3.418 0.308 1.025
19 O -3.778 -0.582 1.753
20 O -4.146 0.743 0.004
21 C 1.978 -1.779 -0.889
22 H 5.029 0.822 -2.523
23 H 5.058 -0.808 -3.239
24 H 5.731 -0.533 -1.606
25 H 5.056 -2.767 -1.914
26 H 4.152 -4.922 -1.217
27 H 1.875 -5.100 -0.300
28 H -0.072 -4.051 0.573
29 H -0.661 -3.011 -0.746
30 H 0.408 -1.870 1.741
31 H -0.808 -0.109 2.443
32 H -2.233 1.621 2.200
33 H -2.188 1.693 -0.790
34 H -0.628 1.919 -0.009
35 H -1.741 4.036 -0.532
36 H -1.364 5.149 1.608
37 H -1.477 3.629 2.482
38 H -0.140 3.903 1.364
39 H -4.098 3.324 -0.203
40 H -3.847 3.271 1.539
41 H -3.721 4.805 0.682
42 H -4.919 0.170 -0.115
43 H 1.378 -0.885 -0.819

Computed properties:
HOMO energy	-8.6	eV
molar mass	294.4	g/mol

=====

*3*
ORCA calculation (the ωB97M-V functional and the def2-TZVPD basis) on one molecule with the formula C15H22N2O4.

Cartesian coordinates (Å):
1 O 1.816 2.156 -1.341
2 C 0.625 2.181 -1.597
3 C -0.386 1.564 -0.635
4 C -0.748 2.537 0.483
5 O -1.333 3.683 -0.107
6 N 0.247 0.388 -0.080
7 C -0.474 -0.688 0.325
8 O -1.691 -0.724 0.244
9 C 0.323 -1.834 0.898
10 C -0.072 -3.243 0.384
11 C -0.113 -3.715 1.832
12 C -0.084 -2.275 2.333
13 C 0.687 -4.855 2.433
14 C -0.797 -4.865 2.428
15 C -1.898 -5.053 3.391
16 C -1.899 -5.769 2.044
17 N 0.197 2.672 -2.802
18 C 0.916 2.245 -4.022
19 C -0.204 1.810 -4.966
20 C -1.319 1.503 -3.979
21 O -1.188 2.570 -3.038
22 H -1.293 1.270 -1.156
23 H -1.440 2.028 1.160
24 H 0.168 2.789 1.028
25 H -1.525 4.326 0.583
26 H 1.252 0.409 -0.003
27 H 1.395 -1.651 0.817
28 H -1.064 -3.222 -0.069
29 H 0.633 -3.736 -0.284
30 H 0.615 -2.042 3.136
31 H -1.079 -1.905 2.588
32 H 1.209 -5.520 1.755
33 H 1.198 -4.669 3.371
34 H -1.728 -5.642 4.283
35 H -2.608 -4.245 3.515
36 H -2.605 -5.424 1.299
37 H -1.725 -6.837 2.040
38 H 1.534 3.044 -4.424
39 H 1.572 1.415 -3.756
40 H -0.520 2.641 -5.596
41 H 0.091 0.973 -5.595
42 H -2.329 1.547 -4.375
43 H -1.153 0.541 -3.477

Computed properties:
HOMO energy	-9.4	eV
molar mass	294.4	g/mol

=====

What should be chosen as the most stable of them? Choose *2*.

=====

*1*
ORCA calculation (the ωB97M-V functional and the def2-TZVPD basis) on a 2-piece molecular cluster, C2H3ClO2 overall.

Cartesian coordinates (Å):
1 O 0.727 -1.584 1.171
2 C -0.394 -1.328 0.986
3 Cl -1.512 -0.258 1.840
4 H -1.043 -1.819 0.278
5 C 0.549 1.312 -1.080
6 O 0.251 0.219 -1.487
7 H 0.102 1.510 -0.142
8 H 1.320 1.948 -1.567

Computed properties:
HOMO energy	-10.5	eV
molar mass	94.5	g/mol

=====

*2*
ORCA calculation (the ωB97M-V functional and the def2-TZVPD basis) on a 2-piece molecular cluster, C2H3ClO2 overall.

Cartesian coordinates (Å):
1 C 0.122 0.706 0.078
2 C -1.080 0.012 -0.070
3 O 0.844 1.561 0.336
4 O 1.528 -0.983 -0.182
5 Cl 3.000 -0.326 -0.150
6 H -1.940 0.376 -0.702
7 H -0.782 -1.088 -0.194
8 H -1.693 -0.258 0.885

Computed properties:
HOMO energy	-8.3	eV
molar mass	94.5	g/mol

=====

What should be chosen as the most stable of them? Choose *1*.

=====

*1*
ORCA calculation (the ωB97M-V functional and the def2-TZVPD basis) on a 2-piece molecular cluster, C11H14N2 overall.

Cartesian coordinates (Å):
1 C 1.313 0.151 0.653
2 C -1.320 3.312 2.071
3 C -0.522 2.605 2.957
4 C -1.335 3.001 0.708
5 C 0.297 1.602 2.416
6 C -0.380 2.101 0.208
7 C 0.378 1.238 1.077
8 H -1.943 4.188 2.247
9 H -0.215 2.887 3.968
10 H -1.903 3.695 0.088
11 H 0.942 1.086 3.142
12 H -0.072 2.180 -0.832
13 H 1.963 0.095 1.537
14 H 1.880 0.558 -0.232
15 H 0.807 -0.802 0.515
16 C 1.663 -3.272 -1.755
17 C -1.785 -2.466 -1.671
18 C 0.372 -2.552 -1.797
19 C 0.058 -1.220 -1.772
20 N -0.788 -3.312 -1.684
21 N -1.307 -1.185 -1.712
22 H -2.839 -2.695 -1.654
23 H -1.784 -0.299 -1.688
24 H 0.548 -0.266 -1.728
25 H 1.940 -3.637 -0.748
26 H 2.532 -2.739 -2.091
27 H 1.501 -4.254 -2.223

Computed properties:
HOMO energy (alpha / beta)	0.7 / -3.7	eV
multiplicity	2
charge	-1
molar mass	174.2	g/mol

=====

*2*
ORCA calculation (the ωB97M-V functional and the def2-TZVPD basis) on a 2-piece molecular cluster, C11H14N2 overall.

Cartesian coordinates (Å):
1 C 2.603 2.899 1.492
2 C 0.429 -0.810 1.569
3 C 1.843 -0.830 1.608
4 C -0.287 0.405 1.595
5 C 2.571 0.334 1.521
6 C 0.395 1.634 1.544
7 C 1.859 1.601 1.637
8 H -0.022 -1.836 1.545
9 H 2.308 -1.857 1.606
10 H -1.331 0.434 1.618
11 H 3.568 0.334 1.580
12 H -0.204 2.499 1.275
13 H 2.828 3.356 2.443
14 H 2.085 3.578 0.911
15 H 3.500 2.802 1.012
16 C -1.937 -0.075 -3.477
17 C -0.811 -2.428 -0.918
18 C -1.876 -0.976 -2.312
19 C -2.730 -1.190 -1.297
20 N -0.674 -1.782 -2.082
21 N -2.055 -2.004 -0.434
22 H -0.258 -3.214 -0.396
23 H -2.395 -2.308 0.449
24 H -3.713 -0.939 -0.986
25 H -1.264 -0.367 -4.405
26 H -1.566 0.959 -3.247
27 H -2.865 -0.216 -3.851

Computed properties:
HOMO energy (alpha / beta)	1.0 / -5.2	eV
multiplicity	2
charge	-1
molar mass	174.2	g/mol

=====

What should be chosen as the most stable of them? Choose *1*.